Entry 1:
Here is a molecular structure, C32H33As2N7O3RuS2 in a non-equilibrium geometry from the OMol25 dataset. Energies are from ωB97M-V with the def2-TZVPD basis set.

Values from the calculation:
E_HOMO (alpha / beta): -8.756 / -8.756 eV
gap between HOMO and LUMO (alpha / beta): 4.43 / 3.05 eV
E_tot: -7210.6851 Ha
LUMO level (alpha / beta): -4.32 / -5.71 eV

Structure (ORCA input):
```
! wB97M-V def2-TZVPD RIJCOSX def2/J DEFGRID3
* xyz 1 6
Ru 0.01708 0.76961 -0.12018
N -0.16898 5.21901 -0.10882
C -0.37105 3.90202 -0.23898
S 1.05549 2.91783 -0.51813
N -1.60662 3.47540 -0.13851
N -1.71971 2.12493 -0.23417
C -2.89988 1.61000 -0.22183
C -4.15257 2.38038 -0.05790
C -4.45556 3.47026 -0.87216
C -5.63072 4.17697 -0.67670
C -6.49971 3.82461 0.34730
C -6.19916 2.74920 1.17172
C -5.03738 2.02368 0.96127
C -2.95626 0.12264 -0.38043
C -4.14759 -0.54304 -0.59877
C -4.13483 -1.92294 -0.77197
C -2.93144 -2.59866 -0.74264
C -1.77349 -1.86181 -0.56405
N -1.78329 -0.54024 -0.38244
H 0.72708 5.61799 -0.32541
H -0.96935 5.82587 -0.02985
H -3.77960 3.75585 -1.66560
H -5.86657 5.01051 -1.32476
H -7.41184 4.38591 0.50082
H -6.86975 2.47203 1.97386
H -4.81107 1.18357 1.60700
H -5.07111 0.01313 -0.65431
H -5.06045 -2.45612 -0.94365
H -2.87287 -3.66921 -0.87787
H -0.80239 -2.33977 -0.58795
C -2.59691 0.83344 3.77587
As -1.02880 0.50008 2.68316
C -0.88696 -1.42400 2.98700
C 0.42947 1.16123 3.78114
C 0.20460 1.74822 5.02191
C 1.26655 2.23673 5.77112
C 2.56225 2.13944 5.28870
C 2.79580 1.56090 4.04967
C 1.73413 1.08165 3.29081
As 2.07459 0.30794 1.55346
C 3.67029 1.22448 0.95253
C 2.86379 -1.41700 1.99445
H -2.40863 0.48533 4.78974
H -3.41964 0.25872 3.35265
H -2.86193 1.88847 3.77474
H -0.79147 -1.61849 4.05405
H -0.02298 -1.83389 2.46933
H -1.78277 -1.91512 2.60658
H -0.79762 1.83267 5.41922
H 1.07830 2.69476 6.73292
H 3.39131 2.52019 5.86984
H 3.81255 1.49313 3.68422
H 4.51880 0.88520 1.54296
H 3.53919 2.29871 1.05184
H 3.84669 0.97668 -0.09372
H 3.50611 -1.25387 2.85830
H 3.46475 -1.75414 1.15137
H 2.12092 -2.17245 2.23462
O 4.28952 -6.20499 -2.51259
S 4.46802 -6.50353 -3.92575
O 5.80689 -6.88003 -4.31306
O 3.39194 -7.27382 -4.52512
C 4.20522 -4.89596 -4.69624
N 4.61551 -4.65287 -5.95877
C 4.33451 -3.47153 -6.47081
C 3.64361 -2.47538 -5.77795
C 3.27012 -2.82056 -4.49947
N 3.54266 -3.99721 -3.96521
C 2.53074 -1.93749 -3.54771
C 2.37962 -2.40619 -2.23843
C 1.68901 -1.64649 -1.33550
N 1.13706 -0.45662 -1.64265
C 1.28391 -0.00001 -2.89824
C 1.96787 -0.70660 -3.86733
H 4.67678 -3.29299 -7.48539
H 3.43826 -1.51379 -6.22807
H 2.79974 -3.37254 -1.98091
H 1.54991 -1.99467 -0.31836
H 0.83669 0.96062 -3.12107
H 2.04361 -0.29597 -4.86476
*
```

Charges obtained by Mulliken population analysis, quoted in units of e:
1. Ru 0.7484
2. N -0.4079
3. C 0.5676
4. S -0.3882
5. N -1.2687
6. N 1.1030
7. C 0.1498
8. C -0.2837
9. C -0.1749
10. C -0.8065
11. C -0.4670
12. C -0.9757
13. C 0.0545
14. C 0.5257
15. C -0.6743
16. C -0.8133
17. C -0.9178
18. C -0.3488
19. N 0.5755
20. H 0.2341
21. H 0.2419
22. H 0.4869
23. H 0.4165
24. H 0.4221
25. H 0.4213
26. H 0.5407
27. H 0.6382
28. H 0.4712
29. H 0.5138
30. H 0.3547
31. C -1.5254
32. As 1.4892
33. C -1.0994
34. C 0.1967
35. C -0.5354
36. C -0.7728
37. C -0.8205
38. C -0.8442
39. C 0.0007
40. As 0.9609
41. C -1.4300
42. C -1.3148
43. H 0.5013
44. H 0.3781
45. H 0.4492
46. H 0.3952
47. H 0.2362
48. H 0.4302
49. H 0.3902
50. H 0.4064
51. H 0.4181
52. H 0.3520
53. H 0.5219
54. H 0.4450
55. H 0.4062
56. H 0.4956
57. H 0.4972
58. H 0.3330
59. O -0.6638
60. S 1.1705
61. O -0.6623
62. O -0.6661
63. C -0.0211
64. N -0.4518
65. C -0.3206
66. C -0.6867
67. C 0.2277
68. N -0.2488
69. C 1.3288
70. C -0.9242
71. C -0.8861
72. N 0.4618
73. C -0.7863
74. C -0.9584
75. H 0.4173
76. H 0.3441
77. H 0.7273
78. H 0.8668
79. H 0.4652
80. H 0.3666

---

Entry 2:
Here is a molecular structure, C32H33BrN4OOsSi in a non-equilibrium geometry from the OMol25 dataset. Energies are from ωB97M-V with the def2-TZVPD basis set.

Values from the calculation:
E_HOMO (alpha / beta): -13.043 / -13.301 eV
gap between HOMO and LUMO (alpha / beta): 6.40 / 5.88 eV
E_tot: -4486.9710 Ha
LUMO level (alpha / beta): -6.64 / -7.42 eV

Structure (ORCA input):
```
! wB97M-V def2-TZVPD RIJCOSX def2/J DEFGRID3
* xyz 2 5
Os -0.32652 0.04154 0.03862
Br 4.50453 1.58796 -7.76658
C 4.26822 -0.06104 -6.91412
C 5.36087 -0.90088 -6.73720
C 5.18211 -2.11856 -6.11261
C 3.91990 -2.47101 -5.63374
C 2.81576 -1.63435 -5.84265
C 2.99195 -0.42790 -6.48562
N 3.81678 -3.72283 -5.01329
N 2.88019 -4.09392 -4.33027
C 2.06372 -3.48561 -3.45075
C 0.81065 -4.10251 -3.21766
C -0.15754 -3.50127 -2.46264
C 0.09240 -2.25692 -1.85318
O -0.81476 -1.59420 -1.24639
C 1.45220 -1.72788 -1.88600
N 1.69258 -0.67852 -1.06996
C 2.91566 -0.18885 -1.01771
C 3.97030 -0.71536 -1.77083
C 3.73374 -1.78259 -2.59873
C 2.43694 -2.31293 -2.68166
H 6.33568 -0.60833 -7.10495
H 6.01112 -2.80277 -5.97367
H 1.82396 -1.94739 -5.53683
H 2.15021 0.22646 -6.66859
H 0.61810 -5.04796 -3.71248
H -1.13463 -3.94967 -2.33264
H 3.08442 0.62340 -0.31963
H 4.96497 -0.30217 -1.66499
H 4.55010 -2.23132 -3.15061
C -1.22532 1.42547 3.24027
Si -0.02890 0.27714 2.40072
C 1.71607 0.75134 2.90702
C -0.27298 -1.47825 3.00743
C -0.52435 -2.56150 2.15897
C -0.66432 -3.85259 2.65319
C -0.55729 -4.08152 4.01750
C -0.31239 -3.02116 4.88102
C -0.16912 -1.73441 4.37965
H -1.05019 1.40869 4.32153
H -2.25323 1.10442 3.05721
H -1.13115 2.46198 2.89358
H 1.80290 0.61796 3.99149
H 1.99401 1.79114 2.68974
H 2.45182 0.09140 2.43654
H -0.63986 -2.41487 1.08825
H -0.86592 -4.67725 1.97968
H -0.66924 -5.08566 4.40891
H -0.23535 -3.19786 5.94696
H 0.02058 -0.91864 5.07424
C 0.43437 5.27438 1.82327
N 1.34160 4.57465 0.84953
C 1.80974 5.46660 -0.26243
C 0.80959 3.23329 0.40720
C -0.53431 3.16078 -0.28249
C -1.23317 4.24390 -0.79274
C -2.47796 4.08156 -1.39905
C -3.04194 2.82425 -1.49502
C -2.35319 1.73434 -0.98086
C -1.09110 1.86962 -0.38472
H 0.94338 6.15715 2.20132
H 0.21318 4.59295 2.64194
H -0.48598 5.55717 1.32757
H 2.18134 4.34136 1.37667
H 0.96888 5.81204 -0.84770
H 2.48937 4.90453 -0.89813
H 2.32783 6.31769 0.17256
H 0.75485 2.63922 1.31264
H 1.57990 2.79581 -0.23022
H -0.84877 5.25192 -0.73048
H -3.00036 4.94821 -1.78372
H -4.01445 2.69035 -1.95374
H -2.81300 0.75525 -1.04812
*
```

Charges obtained by Mulliken population analysis, quoted in units of e:
1. Os 0.6160
2. Br -0.1015
3. C 0.1541
4. C -0.5097
5. C -0.0440
6. C -0.0723
7. C -0.0656
8. C -0.7267
9. N -0.6061
10. N -0.0046
11. C 0.0403
12. C -0.4067
13. C -0.9509
14. C 0.7683
15. O -0.8585
16. C 0.5416
17. N -0.4374
18. C -0.1435
19. C -1.2244
20. C -0.4503
21. C 0.6006
22. H 0.4481
23. H 0.5033
24. H 0.4913
25. H 0.4497
26. H 0.5106
27. H 0.4839
28. H 0.5126
29. H 0.4600
30. H 0.7145
31. C -1.1036
32. Si 0.4974
33. C -1.1216
34. C 0.7858
35. C -0.3527
36. C -0.7907
37. C -0.5301
38. C -0.7166
39. C -0.3409
40. H 0.3930
41. H 0.3546
42. H 0.3036
43. H 0.4909
44. H 0.3268
45. H 0.3100
46. H 0.4202
47. H 0.4126
48. H 0.3958
49. H 0.3985
50. H 0.2717
51. C -0.7208
52. N 0.0784
53. C -0.7084
54. C -0.1527
55. C 2.2751
56. C -0.4902
57. C -1.0882
58. C -1.0109
59. C -0.2756
60. C -0.5922
61. H 0.3891
62. H 0.2387
63. H 0.4225
64. H 0.3480
65. H 0.3503
66. H 0.3143
67. H 0.3958
68. H -0.8239
69. H 0.3948
70. H 0.1655
71. H 0.4290
72. H 0.4397
73. H 0.5243

---

Entry 3:
Here is 2 unconnected molecules or ions with the total composition C32H33ClN2O2 in a non-equilibrium geometry from the OMol25 dataset. Energies are from ωB97M-V with the def2-TZVPD basis set.

Values from the calculation:
E_HOMO: -7.009 eV
gap between HOMO and LUMO: 6.99 eV
E_tot: -1959.3366 Ha
LUMO level: -0.02 eV

Structure (ORCA input):
```
! wB97M-V def2-TZVPD RIJCOSX def2/J DEFGRID3
* xyz 0 1
C 3.14207 -3.99530 -3.28135
C 1.72890 -4.07384 -2.82398
O 1.55537 -3.28463 -1.58894
C 0.26991 -3.24285 -1.14258
C 0.11533 -2.47530 0.10028
C -0.57336 -3.20682 1.14203
C -1.71671 -4.00751 0.84352
C -2.46972 -4.61037 1.85450
Cl -3.92968 -5.45685 1.49794
C -2.03942 -4.50872 3.20076
C -0.85466 -3.81371 3.50590
C -0.13282 -3.17677 2.49918
O -0.61533 -3.75278 -1.80549
H 3.24222 -4.26626 -4.33256
H 3.58191 -3.00694 -3.12301
H 3.77418 -4.68865 -2.70373
H 1.04249 -3.67844 -3.59433
H 1.43774 -5.10569 -2.63474
H 1.07796 -2.06636 0.40643
H -2.04606 -4.12013 -0.17898
H -2.61536 -5.01226 3.97687
H -0.51084 -3.79835 4.53940
H 0.78128 -2.67360 2.76475
C 2.21129 -0.90637 -5.12387
N 1.68085 -0.35944 -3.88111
C 0.70137 -0.95531 -3.12617
C 0.48944 -0.22087 -1.94596
C -0.36499 -0.64805 -0.87683
C -0.75840 0.38413 0.10893
C 0.21141 0.91189 0.94878
C -0.04218 1.86561 1.94502
C -1.35005 2.40037 2.05191
N -1.61385 3.35301 2.99058
C -0.69535 3.59806 4.08153
C 0.73604 3.61377 3.58764
C 1.06093 2.34184 2.80649
C -2.98009 3.70583 3.32370
C -3.82319 3.83037 2.06905
C -3.72563 2.56649 1.22259
C -2.36879 1.94716 1.17836
C -2.05230 0.93017 0.26112
C 1.27525 1.03162 -2.13291
C 1.31000 2.31462 -1.56446
C 2.25029 3.26241 -2.03837
C 3.11157 2.97522 -3.09318
C 3.03327 1.73699 -3.76729
C 2.07468 0.82845 -3.28085
H 3.07835 -0.31100 -5.43727
H 2.50181 -1.96280 -4.99357
H 1.45544 -0.87993 -5.92008
H 0.16628 -1.82559 -3.50063
H -1.16005 -1.35601 -1.17097
H 1.24389 0.55655 0.82564
H -0.97587 4.55809 4.51960
H -0.81699 2.84237 4.88092
H 0.88509 4.49285 2.94719
H 1.39872 3.73153 4.44450
H 1.32106 1.54908 3.52750
H 1.97132 2.52372 2.21285
H -3.43356 2.97960 4.02918
H -2.93143 4.66168 3.86295
H -4.85469 4.02763 2.36881
H -3.49958 4.70302 1.49020
H -4.44143 1.83251 1.62090
H -4.08127 2.80500 0.21103
H -2.84325 0.56257 -0.41173
H 0.63188 2.56550 -0.76293
H 2.31092 4.23752 -1.53075
H 3.82682 3.73027 -3.45028
H 3.62960 1.48996 -4.62959
*
```

Charges obtained by Mulliken population analysis, quoted in units of e:
1. C -1.5079
2. C 0.0352
3. O -0.3280
4. C 0.0520
5. C -0.0641
6. C 0.6968
7. C -0.5403
8. C -0.0412
9. Cl -0.2343
10. C -0.4190
11. C -0.6503
12. C -0.4855
13. O -0.6590
14. H 0.3908
15. H 0.3333
16. H 0.3810
17. H 0.1900
18. H 0.4538
19. H 0.4774
20. H 0.5520
21. H 0.3980
22. H 0.3705
23. H 0.4180
24. C -0.7402
25. N 0.2527
26. C -2.1601
27. C 1.5977
28. C -1.6038
29. C 0.4985
30. C -0.5103
31. C 0.0673
32. C 0.4044
33. N 0.0000
34. C -0.6575
35. C -0.8793
36. C -0.6030
37. C -0.6618
38. C -0.8505
39. C -0.6184
40. C 0.3852
41. C -0.9362
42. C 0.8117
43. C 0.1543
44. C -1.0091
45. C -0.5587
46. C -1.1976
47. C 0.1301
48. H 0.2506
49. H 0.1729
50. H 0.3131
51. H 0.8802
52. H 0.8481
53. H 0.3906
54. H 0.4265
55. H 0.2855
56. H 0.2965
57. H 0.3903
58. H 0.2871
59. H 0.2854
60. H 0.2935
61. H 0.4060
62. H 0.3784
63. H 0.2972
64. H 0.3257
65. H 0.3658
66. H 0.4634
67. H 0.4809
68. H 0.3880
69. H 0.3493
70. H 0.2901